Entry 1:
# C68H58N4O3PRuS3

A structure of composition C68H58N4O3PRuS3 (the ωB97M-V functional and the def2-TZVPD basis, the OMol25 dataset).

## Properties
Energy relative to the best compared isomer or geometry (same formula, charge and spin) ... 22.68 kcal/mol
2S+1 ... 2
E_HOMO (alpha / beta) ... -12.2 / -12.2 eV
Total charge ... +2
E_LUMO (alpha / beta) ... -5.225 / -5.329 eV
Expectation value of S² ... 0.763
Energy ... -127923.990 eV
Gap between HOMO and LUMO (alpha / beta) ... 7.00 / 6.92 eV

Element x y z (Å)
Ru  -1.61  -0.64  0.14
C  7.88  -1.66  0.01
C  6.47  -1.17  -0.19
C  6.18  0.18  -0.36
C  4.88  0.63  -0.49
C  3.85  -0.29  -0.47
C  4.11  -1.65  -0.34
C  5.42  -2.08  -0.20
S  2.10  0.13  -0.31
O  1.77  1.28  -1.23
C  2.30  0.77  1.36
C  2.43  -0.28  2.30
C  2.49  -0.02  3.63
C  2.33  1.30  4.11
C  2.23  1.58  5.49
C  2.05  2.85  5.93
C  1.96  3.91  5.01
C  2.07  3.68  3.67
C  2.26  2.36  3.17
C  2.33  2.09  1.76
C  2.49  3.27  0.88
C  3.66  4.07  1.03
C  4.77  3.65  1.80
C  5.86  4.45  1.95
C  5.91  5.72  1.34
C  4.87  6.15  0.56
C  3.72  5.34  0.38
C  2.63  5.78  -0.39
C  1.54  4.98  -0.58
C  1.50  3.71  0.03
S  0.07  2.68  -0.20
O  -0.94  3.66  0.60
C  -0.42  3.11  -1.87
C  0.49  3.40  -2.88
C  0.02  3.66  -4.16
C  -1.34  3.62  -4.45
C  -1.84  3.82  -5.85
C  -2.24  3.36  -3.42
C  -1.78  3.11  -2.14
H  8.58  -0.84  0.08
H  8.17  -2.30  -0.82
H  7.94  -2.26  0.92
H  6.99  0.90  -0.37
H  4.67  1.69  -0.59
H  3.29  -2.36  -0.34
H  5.63  -3.14  -0.08
H  2.51  -1.29  1.92
H  2.63  -0.82  4.34
H  2.29  0.75  6.19
H  1.96  3.06  6.99
H  1.80  4.92  5.37
H  1.98  4.50  2.97
H  4.74  2.67  2.27
H  6.69  4.12  2.55
H  6.78  6.34  1.48
H  4.90  7.12  0.08
H  2.66  6.77  -0.82
H  0.70  5.32  -1.17
H  1.55  3.43  -2.67
H  0.72  3.91  -4.94
H  -1.02  4.01  -6.54
H  -2.53  4.66  -5.91
H  -2.39  2.93  -6.18
H  -3.30  3.36  -3.61
H  -2.49  2.90  -1.35
C  -1.15  0.37  4.63
C  -0.80  -0.89  5.10
C  -0.42  -1.86  4.19
C  -0.41  -1.57  2.83
N  -0.79  -0.35  2.39
C  -1.14  0.59  3.26
C  0.06  -2.48  1.79
C  0.78  -3.64  2.07
C  1.30  -4.42  1.04
C  1.11  -4.03  -0.28
C  0.39  -2.87  -0.57
C  -0.14  -2.09  0.46
H  -1.43  1.17  5.30
H  -0.83  -1.11  6.16
H  -0.15  -2.85  4.54
H  -1.41  1.55  2.85
H  0.95  -3.95  3.09
H  1.85  -5.32  1.27
H  1.52  -4.62  -1.08
H  0.25  -2.58  -1.60
O  -2.36  1.43  0.77
N  -3.24  0.47  0.71
C  -4.43  0.67  0.26
C  -5.39  -0.38  0.08
C  -6.74  -0.04  -0.09
C  -7.71  -1.00  -0.23
C  -7.36  -2.35  -0.24
C  -6.04  -2.71  -0.11
C  -5.04  -1.75  0.03
P  -3.33  -2.35  0.07
C  -3.20  -3.54  -1.29
C  -2.21  -4.52  -1.28
C  -2.08  -5.38  -2.36
C  -2.91  -5.25  -3.46
C  -3.87  -4.25  -3.49
C  -4.01  -3.39  -2.42
C  -3.31  -3.21  1.66
C  -3.47  -2.39  2.78
C  -3.57  -2.94  4.04
C  -3.50  -4.32  4.20
C  -3.34  -5.14  3.09
C  -3.26  -4.59  1.82
H  -1.75  3.16  0.83
H  -4.72  1.70  0.04
H  -7.01  1.01  -0.07
H  -8.75  -0.72  -0.33
H  -8.13  -3.11  -0.34
H  -5.76  -3.76  -0.13
H  -1.54  -4.61  -0.43
H  -1.34  -6.17  -2.33
H  -2.81  -5.93  -4.30
H  -4.52  -4.14  -4.35
H  -4.76  -2.61  -2.45
H  -3.53  -1.31  2.65
H  -3.71  -2.30  4.90
H  -3.58  -4.76  5.19
H  -3.30  -6.21  3.21
H  -3.17  -5.24  0.96
C  -2.37  -1.33  -5.20
N  -1.15  -0.70  -4.76
C  0.00  -0.58  -5.65
C  1.08  0.04  -4.74
N  0.43  0.06  -3.44
C  -0.85  -0.30  -3.52
S  -2.01  -0.20  -2.28
H  -2.83  -0.76  -6.01
H  -3.07  -1.38  -4.36
H  -2.16  -2.34  -5.55
H  -0.25  0.05  -6.50
H  0.29  -1.57  -6.02
H  1.33  1.06  -5.05
H  1.99  -0.55  -4.71
H  0.84  0.50  -2.62

These are the Mulliken partial charges, in e, on atoms 1 to 8: Ru 1.2624; C -1.6112; C 1.0850; C -1.1623; C -0.3935; C -0.5038; C -0.0203; C -0.8044

Entry 2:
# C24H32N4O3S

An isolated molecule of C24H32N4O3S (the ωB97M-V functional and the def2-TZVPD basis, the OMol25 dataset).

## Properties
Energy relative to the best compared isomer or geometry (same formula, charge and spin) ... 67.09 kcal/mol
SMILES ... Cc1ccc(S(=O)(=O)N(CC(=O)NN=C2CCN(C)CC2)c2ccc(C(C)C)cc2)cc1
E_HOMO ... -8.1 eV
Total charge ... 0
E_LUMO ... 0.796 eV
Energy ... -48344.760 eV
Gap between HOMO and LUMO ... 8.93 eV

Element x y z (Å)
C  -5.26  -3.12  1.56
C  -4.01  -2.72  0.84
C  -2.99  -2.05  1.51
C  -1.83  -1.68  0.86
C  -1.70  -1.97  -0.49
S  -0.25  -1.41  -1.39
O  -0.42  -1.75  -2.77
O  0.96  -1.84  -0.75
N  -0.30  0.28  -1.23
C  0.92  0.88  -0.75
C  1.37  0.31  0.59
O  0.62  0.11  1.52
N  2.69  0.07  0.71
N  3.57  0.28  -0.30
C  4.77  -0.11  -0.23
C  5.66  0.15  -1.40
C  6.96  0.84  -0.96
N  7.38  0.44  0.37
C  8.80  0.65  0.57
C  6.93  -0.89  0.72
C  5.42  -0.84  0.92
C  -1.56  0.82  -0.97
C  -2.60  0.46  -1.82
C  -3.89  0.89  -1.57
C  -4.17  1.69  -0.47
C  -5.60  2.10  -0.17
C  -6.07  1.41  1.11
C  -5.74  3.62  -0.07
C  -3.12  2.07  0.35
C  -1.83  1.65  0.11
C  -2.68  -2.65  -1.17
C  -3.84  -3.03  -0.50
H  -5.46  -2.45  2.40
H  -6.11  -3.11  0.89
H  -5.15  -4.13  1.96
H  -3.11  -1.81  2.56
H  -1.04  -1.15  1.37
H  1.71  0.70  -1.49
H  0.77  1.96  -0.66
H  2.98  -0.41  1.56
H  5.90  -0.82  -1.86
H  5.14  0.75  -2.14
H  6.81  1.92  -0.94
H  7.74  0.62  -1.71
H  9.03  1.69  0.36
H  9.05  0.43  1.61
H  9.42  0.01  -0.09
H  7.41  -1.19  1.66
H  7.20  -1.65  -0.04
H  5.00  -1.85  1.01
H  5.21  -0.30  1.85
H  -2.38  -0.16  -2.68
H  -4.69  0.58  -2.23
H  -6.23  1.76  -1.00
H  -5.48  1.74  1.96
H  -5.97  0.34  1.02
H  -7.12  1.66  1.30
H  -5.37  4.10  -0.97
H  -6.78  3.89  0.07
H  -5.18  4.00  0.78
H  -3.31  2.70  1.21
H  -1.04  1.92  0.80
H  -2.54  -2.87  -2.22
H  -4.62  -3.56  -1.03

These are the Mulliken partial charges, in e, on atoms 1 to 8: C -1.7290; C 1.0661; C -1.0539; C -0.2112; C 0.1797; S 1.4379; O -0.7244; O -0.6965

Entry 3:
# C40H54Cl5N2O3Pt

A structure of composition C40H54Cl5N2O3Pt (the ωB97M-V functional and the def2-TZVPD basis, the OMol25 dataset).

## Properties
Energy relative to the best compared isomer or geometry (same formula, charge and spin) ... 11.92 kcal/mol
E_HOMO (alpha / beta) ... -10.0 / -10.0 eV
Total charge ... +1
E_LUMO (alpha / beta) ... -5.966 / -5.957 eV
Energy ... -117329.636 eV
Gap between HOMO and LUMO (alpha / beta) ... 3.99 / 4.01 eV

Element x y z (Å)
Pt  0.33  -0.87  0.19
C  -2.12  -0.71  -1.80
N  -0.95  0.12  -1.53
C  -0.18  0.26  -2.77
C  -1.31  1.41  -0.93
C  -0.16  2.09  -0.17
N  0.24  1.35  1.04
C  1.56  1.76  1.55
C  2.85  1.51  0.77
C  3.97  2.09  1.32
C  5.25  1.92  0.77
C  5.35  1.17  -0.41
C  4.29  0.55  -1.00
C  2.98  0.69  -0.40
O  1.97  0.14  -0.94
C  4.45  -0.32  -2.24
C  4.08  -1.77  -1.86
C  3.52  0.17  -3.36
C  5.88  -0.31  -2.78
C  6.50  2.50  1.39
C  7.15  3.49  0.41
C  7.47  1.35  1.69
C  6.21  3.25  2.70
C  -0.74  1.54  2.14
C  -0.97  0.35  3.04
C  -0.86  0.42  4.41
C  -1.21  -0.67  5.22
C  -1.66  -1.83  4.59
C  -1.84  -1.95  3.23
C  -1.50  -0.82  2.41
O  -1.68  -0.82  1.14
C  -2.43  -3.19  2.57
C  -2.74  -4.29  3.58
C  -1.45  -3.74  1.53
C  -3.75  -2.79  1.88
C  -1.18  -0.64  6.73
C  -0.27  -1.78  7.24
C  -0.67  0.69  7.29
C  -2.60  -0.87  7.25
H  -2.74  -0.25  -2.58
H  -2.72  -0.83  -0.90
H  -1.79  -1.69  -2.14
H  -0.83  0.60  -3.58
H  0.23  -0.71  -3.03
H  0.63  0.97  -2.64
H  -2.13  1.21  -0.24
H  -1.68  2.10  -1.70
H  -0.47  3.11  0.08
H  0.72  2.16  -0.82
H  1.69  1.25  2.51
H  1.53  2.84  1.76
H  3.85  2.68  2.21
H  6.33  1.07  -0.85
H  3.06  -1.83  -1.51
H  4.75  -2.14  -1.08
H  4.17  -2.42  -2.73
H  2.50  -0.12  -3.14
H  3.80  -0.28  -4.30
H  3.57  1.25  -3.46
H  6.60  -0.69  -2.06
H  6.17  0.70  -3.08
H  5.94  -0.94  -3.66
H  7.40  3.01  -0.53
H  8.05  3.89  0.84
H  6.47  4.31  0.20
H  7.76  0.82  0.78
H  7.01  0.63  2.37
H  8.37  1.74  2.16
H  5.60  4.13  2.52
H  7.15  3.58  3.14
H  5.72  2.60  3.42
H  -1.71  1.77  1.68
H  -0.46  2.41  2.75
H  -0.50  1.33  4.86
H  -1.92  -2.68  5.21
H  -1.83  -4.64  4.07
H  -3.18  -5.14  3.06
H  -3.45  -3.96  4.33
H  -0.52  -4.05  2.01
H  -1.22  -3.00  0.77
H  -1.88  -4.61  1.03
H  -4.46  -2.42  2.61
H  -4.18  -3.66  1.39
H  -3.57  -2.02  1.13
H  0.73  -1.70  6.80
H  -0.67  -2.76  7.00
H  -0.16  -1.71  8.32
H  0.34  0.90  6.96
H  -0.66  0.64  8.38
H  -1.33  1.51  7.00
H  -2.98  -1.85  6.96
H  -3.27  -0.12  6.85
H  -2.62  -0.81  8.34
Cl  3.96  -6.23  3.56
C  3.16  -5.24  2.42
C  2.83  -3.92  2.75
Cl  3.23  -3.28  4.29
C  2.15  -3.13  1.83
Cl  1.75  -1.53  2.28
C  1.77  -3.59  0.54
O  1.13  -2.90  -0.31
C  2.15  -4.94  0.24
Cl  1.71  -5.55  -1.29
C  2.82  -5.74  1.16
Cl  3.21  -7.36  0.77

These are the Mulliken partial charges, in e, on atoms 1 to 8: Pt 4.6531; C -1.1405; N -0.1636; C -1.5240; C -0.9679; C -0.9072; N 0.1452; C -1.6484

Entry 4:
# H10O4S2

A structure of composition H10O4S2 (the ωB97M-V functional and the def2-TZVPD basis, the OMol25 dataset).

## Properties
Energy relative to the best compared isomer or geometry (same formula, charge and spin) ... 160.00 kcal/mol
E_HOMO ... -10.0 eV
Total charge ... 0
E_LUMO ... -6.295 eV
Energy ... -30016.209 eV
Gap between HOMO and LUMO ... 3.69 eV

Element x y z (Å)
S  0.02  -1.56  1.85
S  -0.92  1.64  -0.89
H  -0.72  -2.55  2.38
H  -2.13  2.34  -0.91
H  -1.64  -1.20  0.04
H  -1.83  0.10  -0.74
O  -2.25  -0.81  -0.61
H  1.26  0.72  1.70
H  0.19  1.63  1.01
O  1.04  1.64  1.49
H  0.47  1.96  -2.85
H  -0.57  0.96  -3.18
O  0.35  1.18  -3.41
H  3.21  -2.68  1.12
H  1.80  -2.02  1.16
O  2.65  -2.08  0.63

These are the Mulliken partial charges, in e, on atoms 1 to 8: S -0.4041; S -0.5024; H 0.1950; H 0.2705; H 0.2225; H 0.3678; O -0.4527; H 0.3240